No. 1
ORCA calculation (ωB97M-V/def2-TZVPD) on C42H59F5IrN4O4PTe as an isolated structure.

Its charge is +1. The HOMO energy (alpha / beta) is -8.11 / -10.99 eV. The LUMO energy (alpha / beta) is -0.104 / -0.190 Eh. Its spin multiplicity is 6.

Last column: Löwdin charge in e.
Geometry (Å):
Ir1 0.40 -0.67 -0.79  1.59
C1 -0.69 -6.64 -1.79  -0.07
C2 -0.39 -6.20 -0.35  -0.18
C3 0.35 -4.90 -0.29  -0.11
C4 1.64 -4.67 0.03  -0.12
C5 2.68 -5.66 0.46  -0.18
C6 2.76 -5.77 1.98  -0.07
C7 1.87 -3.25 -0.08  -0.18
N1 0.66 -2.62 -0.46  -0.08
C8 -0.27 -3.61 -0.56  -0.19
C9 -1.62 -3.42 -0.81  0.04
C10 -2.23 -2.18 -0.89  -0.20
C11 -3.65 -1.96 -0.90  -0.10
C12 -4.68 -3.04 -0.91  -0.18
C13 -4.92 -3.61 -2.31  -0.07
C14 -3.84 -0.59 -0.89  -0.13
C15 -2.57 -0.01 -0.89  -0.19
C16 -2.31 1.45 -0.76  -0.15
C17 -1.04 1.95 -1.35  -0.18
N2 0.15 1.28 -1.15  -0.08
C18 1.15 2.18 -1.49  -0.21
C19 2.49 1.98 -1.28  0.04
C20 3.02 0.82 -0.71  -0.20
N3 2.36 -0.35 -0.56  -0.07
C21 3.29 -1.26 -0.01  -0.18
C22 3.05 -2.60 0.17  0.06
C23 4.53 -0.58 0.22  -0.11
C24 4.39 0.69 -0.23  -0.11
C25 5.36 1.82 -0.16  -0.18
C26 5.06 2.77 1.00  -0.07
C27 5.76 -1.22 0.79  -0.18
C28 6.64 -1.85 -0.29  -0.07
C29 0.54 3.37 -2.02  -0.10
C30 -0.83 3.21 -1.93  -0.13
C31 -1.87 4.16 -2.43  -0.17
C32 -2.36 3.79 -3.83  -0.06
C33 1.30 4.56 -2.50  -0.18
C34 1.60 5.53 -1.35  -0.07
N4 -1.58 -0.97 -0.92  -0.07
C35 -5.14 0.16 -0.93  -0.18
C36 -5.50 0.65 -2.34  -0.06
H1 -1.27 -7.55 -1.80  0.08
H2 0.24 -6.82 -2.33  0.08
H3 -1.24 -5.87 -2.34  0.07
H4 0.19 -6.97 0.15  0.11
H5 -1.33 -6.11 0.21  0.12
H6 3.65 -5.38 0.05  0.11
H7 2.44 -6.64 0.02  0.11
H8 3.00 -4.81 2.43  0.08
H9 3.52 -6.49 2.28  0.08
H10 1.81 -6.10 2.39  0.08
H11 -2.25 -4.30 -0.82  0.10
H12 -5.61 -2.66 -0.49  0.11
H13 -4.36 -3.84 -0.24  0.11
H14 -5.29 -2.83 -2.98  0.07
H15 -5.66 -4.41 -2.29  0.08
H16 -4.00 -4.00 -2.74  0.07
H17 -3.14 1.97 -1.25  0.11
H18 3.17 2.80 -1.48  0.11
H19 3.87 -3.20 0.53  0.12
H20 5.35 2.37 -1.11  0.12
H21 6.37 1.42 -0.06  0.11
H22 4.05 3.18 0.92  0.06
H23 5.76 3.60 1.01  0.08
H24 5.12 2.25 1.95  0.08
H25 5.47 -1.97 1.52  0.11
H26 6.33 -0.47 1.34  0.12
H27 6.09 -2.61 -0.85  0.07
H28 7.52 -2.32 0.15  0.08
H29 6.97 -1.10 -1.01  0.08
H30 -1.46 5.17 -2.43  0.12
H31 -2.71 4.18 -1.73  0.09
H32 -1.54 3.77 -4.54  0.08
H33 -3.11 4.50 -4.18  0.08
H34 -2.81 2.79 -3.83  0.07
H35 0.72 5.08 -3.27  0.11
H36 2.23 4.25 -2.97  0.11
H37 0.68 5.92 -0.92  0.07
H38 2.20 6.38 -1.70  0.08
H39 2.16 5.03 -0.55  0.07
H40 -5.10 1.00 -0.24  0.08
H41 -5.93 -0.49 -0.56  0.11
H42 -4.73 1.33 -2.73  0.06
H43 -6.45 1.18 -2.33  0.08
H44 -5.58 -0.18 -3.03  0.08
F1 1.14 1.75 1.80  -0.32
Te1 -0.06 0.74 2.78  1.87
F2 -0.86 -0.61 3.78  -0.34
F3 1.20 0.93 4.11  -0.33
F4 -1.06 1.86 3.87  -0.32
F5 0.92 -0.69 2.11  -0.37
O1 -1.37 0.59 1.44  -0.52
C37 -4.78 5.15 0.34  -0.05
C38 -4.49 3.66 0.34  -0.26
O2 -3.10 3.49 0.64  -0.25
P1 -2.38 2.07 0.99  0.64
O3 -1.09 2.82 1.56  -0.31
C39 -0.78 4.24 1.60  -0.21
C40 -1.36 4.91 2.82  -0.05
O4 -3.58 1.57 1.87  -0.19
C41 -3.79 0.32 2.59  -0.22
C42 -5.25 0.25 2.94  -0.05
H45 -5.81 5.32 0.02  0.09
H46 -4.12 5.68 -0.34  0.08
H47 -4.66 5.57 1.34  0.08
H48 -4.72 3.22 -0.63  0.11
H49 -5.08 3.15 1.10  0.12
H50 -1.13 4.68 0.67  0.11
H51 0.31 4.25 1.61  0.12
H52 -2.45 4.82 2.83  0.08
H53 -1.10 5.97 2.80  0.09
H54 -0.96 4.47 3.73  0.08
H55 -3.16 0.34 3.48  0.10
H56 -3.47 -0.50 1.95  0.11
H57 -5.56 1.13 3.50  0.09
H58 -5.43 -0.63 3.56  0.09
H59 -5.87 0.17 2.04  0.07

=====

No. 2
ORCA calculation (ωB97M-V/def2-TZVPD) on an isolated ion of composition C2H7N2S and charge +1.

Its charge is +1. The HOMO energy is -13.93 eV. The LUMO energy is -0.155 Eh. The structure (SMILES) is CSNC=[NH2+].

Last column: Löwdin charge in e.
Geometry (Å):
C1 -2.27 -0.04 0.46  -0.33
S1 -1.01 0.95 -0.43  0.91
N1 0.18 -0.37 -0.70  -0.27
C2 1.46 -0.30 -0.36  -0.23
N2 2.13 0.49 0.44  0.18
H1 -1.89 -1.02 0.52  0.02
H2 -3.22 -0.10 -0.09  0.06
H3 -2.47 0.36 1.40  0.02
H4 0.04 -0.88 -1.62  0.15
H5 2.11 -0.87 -1.09  0.18
H6 3.18 0.52 0.41  0.18
H7 1.75 1.25 1.03  0.14

=====

No. 3
ORCA calculation (ωB97M-V/def2-TZVPD) on C48H120N8Na3O20P as an isolated structure.

Its charge is 0. The HOMO energy is -7.95 eV. The LUMO energy is 0.004 Eh.

Last column: Löwdin charge in e.
Geometry (Å):
Na1 1.17 8.67 -1.91  0.26
Na2 3.37 5.23 0.73  0.31
Na3 4.49 5.78 -3.62  0.26
P1 2.78 6.41 -1.59  0.10
O1 4.29 6.36 -1.32  -0.34
O2 2.07 7.21 -0.42  -0.39
O3 2.25 4.92 -1.49  -0.37
O4 2.56 7.06 -3.00  -0.37
C1 7.84 1.31 -5.93  -0.08
O5 7.60 2.36 -4.97  -0.20
C2 6.28 2.43 -4.45  -0.19
C3 6.33 3.44 -3.26  -0.17
N1 6.75 4.76 -3.76  -0.02
C4 7.29 5.52 -2.60  -0.18
C5 7.39 7.02 -2.88  -0.25
O6 8.01 7.42 -4.01  -0.17
C6 9.37 7.15 -3.96  -0.11
H1 7.11 1.15 -6.73  0.09
H2 7.95 0.43 -5.30  0.09
H3 8.80 1.48 -6.42  0.08
H4 5.83 1.50 -4.10  0.12
H5 5.57 2.77 -5.21  0.10
H6 7.00 3.10 -2.47  0.11
H7 5.40 3.55 -2.69  0.09
H8 7.51 4.53 -4.38  0.10
H9 8.24 5.10 -2.28  0.12
H10 6.65 5.43 -1.73  0.09
H11 7.81 7.58 -2.04  0.13
H12 6.42 7.46 -3.09  0.12
H13 9.85 7.44 -4.91  0.09
H14 9.58 6.09 -3.87  0.08
H15 9.94 7.71 -3.22  0.09
C7 2.17 10.15 -8.09  -0.08
O7 0.88 9.58 -7.85  -0.19
C8 0.43 9.57 -6.48  -0.16
C9 1.20 8.49 -5.61  -0.16
N2 0.52 8.11 -4.37  -0.07
C10 -0.75 7.45 -4.60  -0.18
C11 -1.09 6.62 -3.33  -0.14
O8 -1.20 7.41 -2.10  -0.19
C12 -1.07 6.57 -0.98  -0.09
H16 2.98 9.47 -7.85  0.07
H17 2.32 11.16 -7.70  0.08
H18 2.16 10.24 -9.18  0.08
H19 -0.63 9.30 -6.50  0.10
H20 0.65 10.57 -6.11  0.10
H21 2.10 9.03 -5.31  0.09
H22 1.51 7.60 -6.16  0.12
H23 1.15 7.54 -3.82  0.02
H24 -0.66 6.76 -5.43  0.12
H25 -1.57 8.15 -4.79  0.10
H26 -0.22 5.97 -3.21  0.11
H27 -1.99 6.03 -3.48  0.12
H28 -1.65 5.67 -1.13  0.08
H29 -1.30 7.02 -0.01  0.10
H30 -0.09 6.10 -0.98  0.06
C13 6.47 12.40 -0.62  -0.11
O9 5.24 11.70 -0.54  -0.22
C14 5.15 10.46 -1.35  -0.13
C15 3.65 9.94 -1.36  -0.14
N3 2.79 11.06 -1.85  -0.03
C16 2.87 11.31 -3.30  -0.16
C17 2.05 12.47 -3.79  -0.18
O10 2.56 12.81 -5.08  -0.20
C18 2.02 13.92 -5.71  -0.14
H31 6.77 12.73 -1.62  0.08
H32 7.19 11.71 -0.18  0.08
H33 6.34 13.29 0.00  0.09
H34 5.77 9.66 -0.94  0.11
H35 5.50 10.72 -2.34  0.08
H36 3.27 9.65 -0.39  0.10
H37 3.50 9.05 -1.96  0.08
H38 3.07 11.84 -1.28  0.10
H39 2.42 10.50 -3.88  0.11
H40 3.92 11.36 -3.59  0.11
H41 2.07 13.32 -3.11  0.13
H42 1.00 12.23 -3.96  0.11
H43 0.93 13.96 -5.70  0.09
H44 2.27 13.94 -6.77  0.08
H45 2.39 14.86 -5.31  0.09
C19 4.80 8.39 -5.94  -0.11
O11 5.16 9.69 -6.34  -0.17
C20 6.11 10.28 -5.43  -0.21
C21 6.20 11.72 -5.83  -0.23
N4 6.82 11.82 -7.14  -0.05
C22 6.51 13.12 -7.75  -0.17
C23 5.07 13.06 -8.41  -0.15
O12 5.26 12.14 -9.54  -0.22
C24 4.25 12.07 -10.51  -0.12
H46 4.09 7.88 -6.60  0.07
H47 4.35 8.24 -4.96  0.08
H48 5.67 7.74 -6.05  0.08
H49 7.07 9.81 -5.62  0.12
H50 5.96 10.11 -4.37  0.10
H51 6.86 12.26 -5.14  0.12
H52 5.18 12.07 -5.68  0.10
H53 6.38 11.16 -7.78  0.09
H54 7.22 13.16 -8.58  0.11
H55 6.63 13.96 -7.07  0.11
H56 4.88 14.03 -8.86  0.11
H57 4.28 12.73 -7.73  0.10
H58 4.38 12.97 -11.11  0.08
H59 3.22 12.06 -10.13  0.07
H60 4.43 11.28 -11.24  0.09
C25 -2.58 2.91 -1.75  -0.11
O13 -1.83 3.03 -0.56  -0.16
C26 -0.40 2.94 -0.70  -0.23
C27 0.37 3.09 0.57  -0.21
N5 1.80 3.26 0.44  -0.04
C28 2.52 2.00 0.10  -0.15
C29 3.98 2.28 -0.19  -0.22
O14 4.47 3.03 0.88  -0.18
C30 5.84 3.21 0.79  -0.09
H61 -2.48 1.93 -2.23  0.08
H62 -2.25 3.63 -2.50  0.06
H63 -3.62 3.14 -1.55  0.09
H64 -0.03 3.73 -1.35  0.10
H65 0.01 2.08 -1.23  0.10
H66 0.04 2.26 1.20  0.13
H67 0.02 3.99 1.08  0.11
H68 1.78 3.97 -0.27  0.02
H69 2.07 1.42 -0.71  0.11
H70 2.52 1.43 1.03  0.12
H71 4.06 2.82 -1.14  0.10
H72 4.48 1.32 -0.23  0.13
H73 6.40 2.33 0.47  0.10
H74 6.27 3.65 1.69  0.09
H75 6.01 3.95 0.00  0.08
C31 -0.47 1.17 -5.07  -0.06
O15 0.79 1.95 -5.18  -0.19
C32 1.43 1.84 -3.93  -0.22
C33 2.86 2.52 -3.90  -0.17
N6 2.86 3.94 -3.84  -0.05
C34 2.33 4.55 -5.04  -0.21
C35 3.13 4.39 -6.28  -0.20
O16 4.32 5.20 -6.23  -0.19
C36 5.23 4.97 -7.34  -0.07
H76 -0.34 0.13 -4.78  0.09
H77 -0.94 1.16 -6.05  0.08
H78 -1.17 1.78 -4.49  0.07
H79 1.45 0.80 -3.58  0.11
H80 0.93 2.39 -3.14  0.10
H81 3.51 2.06 -4.65  0.10
H82 3.26 2.27 -2.92  0.10
H83 2.52 4.36 -2.98  0.02
H84 2.16 5.61 -4.87  0.10
H85 1.33 4.16 -5.19  0.12
H86 2.52 4.73 -7.11  0.13
H87 3.31 3.33 -6.43  0.12
H88 5.94 5.79 -7.44  0.08
H89 4.77 5.03 -8.32  0.09
H90 5.82 4.05 -7.24  0.08
C37 0.20 10.57 0.48  -0.09
O17 -0.31 10.31 -0.80  -0.24
C38 -1.13 11.25 -1.48  -0.15
C39 -1.45 10.60 -2.89  -0.16
N7 -2.35 11.57 -3.60  -0.04
C40 -2.42 11.23 -5.05  -0.20
C41 -3.35 12.23 -5.72  -0.21
O18 -4.68 12.26 -5.13  -0.20
C42 -5.51 11.19 -5.56  -0.11
H91 -0.63 10.63 1.19  0.09
H92 0.61 11.58 0.45  0.08
H93 1.07 10.01 0.81  0.09
H94 -0.53 12.13 -1.71  0.11
H95 -2.01 11.57 -0.93  0.12
H96 -1.92 9.63 -2.79  0.10
H97 -0.51 10.39 -3.40  0.09
H98 -3.28 11.52 -3.23  0.10
H99 -2.81 10.22 -5.20  0.10
H100 -1.40 11.37 -5.41  0.10
H101 -3.42 12.20 -6.80  0.12
H102 -2.95 13.24 -5.64  0.12
H103 -5.05 10.21 -5.40  0.08
H104 -5.83 11.31 -6.59  0.08
H105 -6.37 11.35 -4.91  0.09
C43 -1.77 4.29 5.05  -0.09
O19 -1.42 5.06 3.85  -0.21
C44 -0.01 5.31 3.70  -0.20
C45 0.12 6.39 2.59  -0.18
N8 1.50 6.49 2.11  -0.06
C46 2.42 7.17 3.02  -0.15
C47 3.84 7.59 2.47  -0.18
O20 4.60 6.42 2.38  -0.20
C48 5.88 6.61 1.82  -0.09
H106 -1.51 3.24 4.90  0.08
H107 -2.83 4.34 5.32  0.08
H108 -1.28 4.68 5.95  0.08
H109 0.47 4.34 3.55  0.12
H110 0.32 5.84 4.60  0.11
H111 -0.28 7.31 3.01  0.12
H112 -0.50 6.06 1.75  0.09
H113 1.57 6.74 1.13  0.03
H114 2.58 6.58 3.92  0.11
H115 1.94 8.09 3.35  0.11
H116 4.33 8.24 3.19  0.12
H117 3.82 8.11 1.51  0.11
H118 6.53 5.74 1.88  0.08
H119 6.42 7.36 2.41  0.09
H120 5.90 7.10 0.85  0.09

=====

No. 4
ORCA calculation (ωB97M-V/def2-TZVPD) on a 3-piece molecular cluster, C4H12NOP overall.

Its charge is 0. The HOMO energy is -8.76 eV. The LUMO energy is 0.007 Eh. The structure (SMILES) is CCP=O.C=C.N.

Last column: Löwdin charge in e.
Geometry (Å):
C1 2.00 1.80 -1.09  -0.18
C2 1.18 0.60 -1.51  -0.46
P1 1.16 -1.04 -0.56  0.84
O1 2.29 -1.15 0.35  -0.50
H1 2.74 1.55 -0.35  0.05
H2 2.56 2.23 -1.86  0.04
H3 1.32 2.54 -0.67  0.07
H4 1.64 0.17 -2.42  0.05
H5 0.15 1.05 -1.85  0.10
C3 -0.90 0.29 1.75  -0.10
C4 0.06 -0.47 2.26  -0.11
H6 -1.02 1.27 1.27  0.06
H7 -1.78 -0.29 1.69  0.01
H8 -0.44 -1.42 2.47  0.06
H9 1.14 -0.33 2.50  0.07
N1 -2.80 -1.75 -0.58  0.03
H10 -2.97 -0.84 -0.51  -0.07
H11 -3.43 -2.12 -1.30  0.02
H12 -2.90 -2.09 0.40  0.04

=====

No. 5
ORCA calculation (ωB97M-V/def2-TZVPD) on C33H46ClF3IrO4P4S as an isolated structure.

Its charge is +2. The HOMO energy (alpha / beta) is -9.75 / -13.35 eV. The LUMO energy (alpha / beta) is -0.200 / -0.336 Eh. Its spin multiplicity is 6.

Last column: Löwdin charge in e.
Geometry (Å):
P1 -2.00 0.79 -1.92  1.06
C1 -2.22 1.51 -3.67  -0.28
C2 -2.46 0.84 -4.88  0.00
H1 -2.43 -0.25 -4.93  0.12
C3 -2.71 1.52 -6.09  -0.02
H2 -2.92 0.95 -7.01  0.13
C4 -2.70 2.92 -6.14  -0.02
H3 -2.92 3.45 -7.08  0.13
C5 -2.39 3.60 -4.97  0.02
H4 -2.35 4.70 -4.98  0.14
C6 -2.14 2.91 -3.77  -0.07
H5 -1.87 3.49 -2.89  0.11
C7 -2.11 -0.98 -2.54  -0.35
C8 -0.89 -1.57 -2.92  -0.12
H6 0.03 -1.00 -2.78  0.09
C9 -0.81 -2.84 -3.50  -0.06
H7 0.17 -3.23 -3.79  0.11
C10 -1.96 -3.60 -3.71  -0.06
H8 -1.90 -4.58 -4.20  0.12
C11 -3.18 -3.06 -3.31  -0.05
H9 -4.10 -3.65 -3.45  0.12
C12 -3.26 -1.79 -2.72  -0.07
H10 -4.24 -1.44 -2.38  0.11
C13 -3.86 0.89 -1.58  -0.30
C14 -4.92 1.22 -2.47  -0.06
H11 -4.71 1.57 -3.48  0.11
C15 -6.28 1.14 -2.09  -0.04
H12 -7.07 1.37 -2.82  0.12
C16 -6.64 0.76 -0.79  -0.06
H13 -7.69 0.67 -0.50  0.13
C17 -5.60 0.50 0.12  -0.02
H14 -5.86 0.22 1.14  0.13
C18 -4.26 0.57 -0.28  -0.08
H15 -3.50 0.38 0.47  0.09
Ir1 2.01 0.98 1.26  0.94
C19 1.78 -0.71 2.10  -0.34
C20 1.05 -1.75 1.60  -0.37
H16 2.31 -0.81 3.05  0.04
C21 0.25 -1.51 0.36  -0.41
O1 -1.15 -1.78 0.65  -0.06
H17 -1.65 -1.74 -0.20  0.08
C22 0.38 -0.06 -0.10  -0.20
H18 0.55 -2.25 -0.41  0.14
C23 -0.49 0.90 -0.61  -0.25
Cl1 2.21 3.11 0.32  0.10
P2 0.53 1.94 2.85  0.71
P3 3.52 0.59 -0.51  0.65
C24 1.12 3.60 3.41  -0.23
H19 1.72 4.02 2.60  -0.02
H20 1.72 3.52 4.29  0.04
H21 0.24 4.22 3.57  0.06
C25 -1.21 2.12 2.38  -0.26
H22 -1.66 1.12 2.23  0.04
H23 -1.29 2.68 1.43  0.04
H24 -1.76 2.66 3.18  0.07
C26 0.41 0.98 4.39  -0.24
H25 1.38 0.99 4.89  0.03
H26 0.15 -0.06 4.15  0.03
H27 -0.36 1.41 5.06  0.07
C27 5.02 1.58 -0.37  -0.25
H28 5.65 1.20 0.45  0.05
H29 4.74 2.62 -0.13  0.02
H30 5.57 1.55 -1.32  0.07
C28 4.07 -1.12 -0.32  -0.23
H31 3.22 -1.80 -0.26  0.03
H32 4.66 -1.18 0.61  0.06
H33 4.70 -1.38 -1.18  0.06
C29 2.93 0.80 -2.22  -0.23
H34 2.60 1.85 -2.36  0.05
H35 2.09 0.12 -2.42  0.02
H36 3.77 0.57 -2.90  0.06
P4 0.89 -3.27 2.60  0.90
C30 2.36 -3.43 3.62  -0.15
C31 0.74 -4.67 1.46  -0.15
H37 2.50 -2.53 4.23  0.06
H38 3.23 -3.58 2.98  0.07
H39 2.24 -4.30 4.29  0.08
H40 0.02 -4.40 0.69  0.06
H41 0.40 -5.53 2.01  0.07
H42 1.72 -4.85 1.02  0.07
C32 -0.59 -3.15 3.60  -0.17
H43 -0.36 -2.64 4.55  0.07
H44 -1.00 -4.15 3.82  0.08
H45 -1.33 -2.57 3.03  0.06
H46 -0.50 2.14 -0.96  0.10
F1 6.52 1.50 4.91  0.14
C33 5.90 1.00 3.82  -0.55
F2 6.56 1.50 2.68  0.07
F3 6.02 -0.35 3.78  0.13
S1 4.13 1.54 3.65  0.54
O2 3.41 0.65 4.53  -0.31
O3 4.14 2.95 3.87  -0.23
O4 3.93 1.19 2.21  -0.52

=====

No. 6
ORCA calculation (ωB97M-V/def2-TZVPD) on a 2-piece molecular cluster, C3H8BNO overall.

Its charge is 0. The HOMO energy is -7.84 eV. The LUMO energy is 0.020 Eh.

Last column: Löwdin charge in e.
Geometry (Å):
B1 -1.15 0.92 -0.74  -0.15
C1 -0.78 0.22 0.55  -0.05
C2 -0.39 -1.01 0.47  -0.17
C3 0.54 -1.68 1.49  -0.07
N1 0.92 1.67 -1.53  -0.07
O1 -1.88 1.35 -1.77  0.20
H1 -0.38 0.85 1.31  0.09
H2 -0.51 -1.50 -0.42  0.08
H3 1.46 -2.04 0.98  0.08
H4 0.05 -2.63 1.83  0.08
H5 0.72 -1.08 2.37  0.07
H6 1.15 2.37 -0.92  -0.12
H7 1.50 0.81 -1.30  -0.03
H8 -1.25 1.74 -2.32  0.04

=====

F_max readings, ordered: 1.0; 2.9; 3.2; 4.6; 5.0; 5.0 eV Å⁻¹
Energy readings, ordered: -91667.581; -15995.711; -127127.591; -17166.607; -114638.302; -7452.559 eV
ΔE to the lowest compared entry with this formula, charge and spin readings, ordered: 0.000; 1.047; 0.336; 4.338; 4.376; 3.552 eV